Entry from OMol25: C26H25BrN4O4Ti as an isolated structure (wB97M-V/def2-TZVPD).

Calculated values
HOMO (spin up / spin down)	0.048 / 0.032	hartree
net charge	-2
LUMO (spin up / spin down)	4.677 / 4.677	eV

Each line ends with the natural charge from an NBO analysis.
Element x y z (Å)
Ti1 -0.628 -0.430 -0.009  1.37
C1 -4.674 -1.632 -0.016  -0.66
C2 -3.436 -1.096 0.647  0.51
O1 -2.521 -0.698 -0.158  -0.70
C3 -3.352 -1.000 2.019  -0.45
C4 -2.206 -0.502 2.701  0.27
C5 -2.262 -0.282 4.186  -0.65
N1 -1.119 -0.210 2.042  -0.38
N2 -0.084 0.391 2.766  -0.41
C6 0.681 1.029 1.946  0.51
O2 0.460 1.120 0.675  -0.77
C7 1.863 1.742 2.518  0.01
C8 2.517 2.701 1.763  -0.21
C9 3.615 3.385 2.280  -0.23
C10 4.071 3.107 3.559  -0.25
C11 3.421 2.141 4.315  -0.24
C12 2.323 1.465 3.799  -0.20
H1 -5.240 -0.813 -0.474  0.20
H2 -5.316 -2.158 0.693  0.19
H3 -4.369 -2.315 -0.809  0.23
H4 -4.193 -1.329 2.614  0.18
H5 -3.257 -0.522 4.562  0.19
H6 -2.019 0.753 4.433  0.22
H7 -1.522 -0.905 4.693  0.22
H8 2.151 2.906 0.765  0.23
H9 4.114 4.134 1.677  0.20
H10 4.931 3.631 3.960  0.19
H11 3.775 1.909 5.313  0.19
H12 1.802 0.709 4.371  0.23
C13 3.192 -2.561 -0.766  -0.64
C14 1.789 -2.129 -0.452  0.08
N3 1.340 -0.871 -0.587  -0.31
O3 2.313 0.063 -1.047  -0.62
C15 0.826 -2.981 0.049  -0.01
C16 1.048 -4.437 0.311  -0.65
N4 -0.390 -2.387 0.298  -0.21
O4 -1.360 -3.164 0.805  -0.72
H13 3.709 -1.788 -1.332  0.23
H14 3.200 -3.489 -1.347  0.19
H15 3.772 -2.749 0.149  0.19
H16 1.974 0.868 -0.615  0.48
H17 1.937 -4.615 0.930  0.18
H18 1.169 -5.026 -0.610  0.17
H19 0.165 -4.806 0.836  0.25
Br1 -1.958 2.544 -0.531  0.10
C17 -1.215 2.475 -2.283  -0.01
C18 -1.164 3.665 -2.938  -0.29
C19 -0.809 3.693 -4.310  -0.25
C20 -0.610 2.527 -4.975  -0.22
C21 -0.683 1.277 -4.304  0.03
C22 -0.572 0.066 -5.025  -0.29
C23 -0.632 -1.123 -4.353  -0.19
C24 -0.699 -1.155 -2.946  -0.25
C25 -0.785 -0.023 -2.154  -0.27
C26 -0.885 1.216 -2.883  -0.16
H20 -1.431 4.575 -2.416  0.21
H21 -0.745 4.642 -4.831  0.19
H22 -0.398 2.531 -6.041  0.18
H23 -0.443 0.104 -6.102  0.18
H24 -0.567 -2.055 -4.910  0.18
H25 -0.613 -2.119 -2.452  0.22